# 1
Below is an isolated molecule of C19H19N5, with properties calculated with wB97M-V/def2-TZVPD.

Cartesian coordinates (Å):
1 N 0.54925 0.46448 2.68746
2 N -1.32688 1.04939 1.51073
3 N 0.51441 -0.03944 0.46422
4 N 0.51087 -0.56305 -1.75054
5 N -0.01335 -0.61466 -2.96701
6 C -0.11338 0.49546 1.51774
7 C -0.15062 -0.01113 -0.68691
8 C 0.48866 -0.11039 6.10939
9 C 1.33875 -0.39982 7.16330
10 C -1.16883 -0.71894 -5.55726
11 C 0.86063 -1.78008 -6.29100
12 C 0.00657 1.01732 3.90920
13 C 2.62191 0.11818 7.18365
14 C -1.97777 1.06946 0.35269
15 C 0.35444 -1.85557 -7.57424
16 C -0.91074 -1.36526 -7.85340
17 C 3.05160 0.93032 6.14722
18 C -3.34018 1.68808 0.35658
19 C -1.42734 0.54156 -0.80483
20 C 0.10606 -1.21033 -5.26412
21 C 0.90955 0.70455 5.06796
22 C 0.64690 -1.13688 -3.92576
23 C -1.66935 -0.79734 -6.84032
24 C 2.19995 1.22228 5.09751
25 H -1.74658 -0.28048 -4.75937
26 H -1.30488 -1.42535 -8.85717
27 H 1.84842 -2.16374 -6.07646
28 H -0.10192 2.10512 3.79630
29 H -2.65622 -0.41514 -7.05785
30 H -3.54015 2.12391 1.33078
31 H -0.99471 0.60376 4.06682
32 H 0.94778 -2.29842 -8.36112
33 H 1.44244 -0.93861 -1.55990
34 H 4.05139 1.33914 6.15938
35 H -1.93767 0.54932 -1.75096
36 H 0.99894 -1.03356 7.96924
37 H 1.47174 0.06358 2.69085
38 H 1.65189 -1.54984 -3.76845
39 H 2.53364 1.86189 4.29270
40 H -4.09223 0.93047 0.14214
41 H -3.40728 2.45750 -0.40982
42 H -0.51128 -0.51903 6.09585
43 H 3.28561 -0.10877 8.00477

Summary:
- E_LUMO: 0.45 eV
- Structure (SMILES): Cc1cc(N/N=C/c2ccccc2)nc(NCc2ccccc2)n1
- HOMO-LUMO gap: 8.31 eV

# 2
Below is a structure of composition C34H60BaClN4O7S2SbTe, with properties calculated with wB97M-V/def2-TZVPD.

Cartesian coordinates (Å):
1 Ba 0.83077 0.38321 0.06941
2 Te 0.36921 3.49519 -1.42373
3 Sb -2.62404 2.52088 1.45960
4 Cl 1.30857 -2.39993 1.23883
5 S 4.13153 2.56449 -1.83534
6 S -1.41755 -1.39963 -0.58208
7 O -1.51905 0.07993 -0.27545
8 O 1.85586 -1.83673 0.03279
9 O 2.33417 -2.67153 2.16775
10 O 0.26955 -4.26388 -5.85454
11 O 0.39473 -1.41857 1.76870
12 O 0.57008 -3.57650 0.92123
13 O -0.45727 4.37600 2.08471
14 N 1.74126 4.86848 1.65842
15 N 1.05650 -4.93736 -3.84807
16 N 0.86572 -0.68408 -2.77453
17 N 2.56698 1.30159 -3.49573
18 C 2.73038 -6.23348 -5.13394
19 C 4.05811 0.00198 4.99059
20 C -0.54948 -0.38814 -4.80160
21 C 0.99153 2.33726 -5.01188
22 C 0.73774 4.08663 2.08329
23 C 3.05159 4.28314 1.44577
24 C -4.77021 4.01059 3.35304
25 C 0.29796 0.25584 -3.73890
26 C 2.38080 1.25764 2.15519
27 C 2.63795 0.52506 4.73513
28 C 1.17185 3.48695 -4.36591
29 C 2.32450 -5.04380 -1.70983
30 C -2.86180 -3.58335 0.36383
31 C -1.61187 1.36311 2.98419
32 C 1.34893 -6.20685 -4.48859
33 C -3.68205 -0.89345 -2.10527
34 C -2.53899 -2.12704 0.64171
35 C 2.36374 1.72100 5.66392
36 C 1.88340 3.56288 -3.07139
37 C 0.96499 -4.97196 -2.39836
38 C -2.36656 -1.64118 -2.09315
39 C 1.47707 6.14970 1.04700
40 C -3.41456 4.16869 2.68009
41 C 1.47125 1.04907 -4.41850
42 C 0.37775 -2.57042 -4.23690
43 C -1.85498 1.80107 4.42062
44 C -4.88595 0.50303 2.61121
45 C -0.43968 -1.70332 -5.05757
46 C -4.46922 1.30509 1.38651
47 C 1.62837 -0.59088 5.03751
48 C 0.94984 -1.94732 -3.10524
49 C 0.54190 -3.93290 -4.68239
50 C 2.81147 2.44074 -2.84151
51 C 2.50053 0.94310 3.33221
52 H 2.21391 -4.93605 -0.62947
53 H -4.73497 3.26126 4.15164
54 H 4.79174 0.78900 4.80280
55 H -2.63350 4.39660 3.40871
56 H -1.70537 -1.29106 -2.88730
57 H -2.00091 -2.00792 1.58038
58 H -4.42454 -1.34362 -1.43990
59 H -3.53726 -3.69513 -0.48718
60 H -5.54804 3.69701 2.64774
61 H -1.55298 2.84269 4.56204
62 H 1.37501 2.13948 5.45729
63 H 0.38312 -5.86329 -2.11423
64 H -1.21773 0.24219 -5.38251
65 H -3.42334 5.01521 1.98793
66 H 0.42398 2.28765 -5.93484
67 H 2.04616 6.94152 1.54545
68 H -4.30292 0.63450 0.53584
69 H -1.94758 -4.14686 0.16973
70 H -3.52196 0.14457 -1.80760
71 H 2.81030 -6.00280 -1.91693
72 H -1.27799 1.19470 5.12705
73 H -5.10584 4.95070 3.80739
74 H 0.76126 4.41356 -4.75599
75 H -2.91150 1.72028 4.69922
76 H 2.98166 -4.25040 -2.07254
77 H -3.42244 -1.48247 0.66656
78 H 2.39737 4.50488 -2.91810
79 H 3.83217 4.97187 1.78116
80 H -4.08618 -0.89681 -3.11786
81 H 1.51855 -2.53947 -2.38746
82 H -5.79118 -0.08935 2.42776
83 H 1.27439 -6.98895 -3.72785
84 H 4.27493 -0.83078 4.31763
85 H 0.59549 -6.39921 -5.25269
86 H 1.79772 -1.44042 4.37586
87 H 2.93166 -7.20961 -5.58723
88 H 3.50922 -6.02245 -4.39727
89 H 0.39446 -4.11787 -2.04655
90 H -0.28075 1.00644 -3.18390
91 H -4.09875 -0.19562 2.91403
92 H -1.90203 0.31686 2.83315
93 H 1.75070 6.12064 -0.01425
94 H 3.07237 0.49745 -3.17349
95 H -3.34734 -4.02576 1.23420
96 H -0.99723 -2.16040 -5.86679
97 H -2.47065 -2.72335 -2.22349
98 H 4.16335 -0.34096 6.02750
99 H 1.09244 3.09703 2.41873
100 H 3.10647 2.50514 5.50024
101 H 3.19984 4.05682 0.38257
102 H 0.60875 -0.23580 4.86981
103 H 0.41084 6.35317 1.12151
104 H -0.53852 1.42432 2.76106
105 H 3.12587 3.33979 2.00055
106 H 2.40103 1.41438 6.71655
107 H -5.27292 1.98490 1.07875
108 H 1.86567 0.39467 -5.20556
109 H 1.71972 -0.92105 6.08068
110 H 2.77889 -5.47301 -5.91500
111 H -5.08797 1.15112 3.47163

Summary:
- E_LUMO: 3.79 eV
- Net charge: -2
- HOMO-LUMO gap: 5.41 eV

# 3
Below is an isolated molecule of C3H5NO2, with properties calculated with wB97M-V/def2-TZVPD.

Cartesian coordinates (Å):
1 O -1.72702 -1.20819 -0.19886
2 O 1.68477 -1.70475 -0.05669
3 N -0.54037 -0.54211 0.12511
4 C 1.00237 0.84719 -0.03533
5 C -0.53432 0.94338 -0.06417
6 C 0.76550 -0.75376 -0.12145
7 H 1.68597 0.89461 0.92103
8 H 1.69040 1.06026 -0.93232
9 H -1.10154 1.43210 0.84223
10 H -1.93360 -2.00276 0.62987
11 H -0.99216 1.03404 -1.10941

Summary:
- E_LUMO: 0.30 eV
- Structure (SMILES): O=C1CCN1O
- HOMO-LUMO gap: 9.80 eV

# 4
Below is a cluster of 2 separate species, C3H8N2O in total, with properties calculated with wB97M-V/def2-TZVPD.

Cartesian coordinates (Å):
1 O 1.95906 -0.47151 -0.70601
2 N -1.93068 0.41477 -0.28647
3 N 2.62028 1.09052 1.06006
4 C -1.36237 -0.81748 0.25094
5 C 2.74315 -0.00133 0.20166
6 C -2.82920 0.21916 -1.21685
7 H -2.82873 -0.59300 -2.03419
8 H -1.08575 -0.55646 1.30614
9 H 3.61976 -0.73756 0.54153
10 H 2.30392 1.12310 2.05394
11 H -0.51939 -1.14197 -0.36273
12 H -3.41180 1.16746 -1.54867
13 H -2.05864 -1.61501 0.19106
14 H 2.78038 1.91932 0.54958

Summary:
- E_LUMO: 0.62 eV
- Structure (SMILES): C=NC.NC=O
- HOMO-LUMO gap: 10.02 eV

# 5
Below is a structure of composition C28H33N3O2RhS2Te, with properties calculated with wB97M-V/def2-TZVPD.

Cartesian coordinates (Å):
1 Te -0.70936 -2.20666 -1.18881
2 Rh 0.08056 -0.43063 0.67300
3 S 2.50008 -1.11501 0.52640
4 S 0.43327 -0.78821 2.99209
5 O 0.19584 6.29322 0.76781
6 O -2.09037 0.44707 0.36004
7 N -4.26461 0.89346 0.87389
8 N 0.72807 1.47637 -0.21617
9 N -0.35664 6.29826 -1.42713
10 C 0.31862 4.22168 -0.35591
11 C 0.95763 -4.15616 0.48712
12 C -4.29596 -4.67617 1.02924
13 C 0.48644 -3.92468 -0.79823
14 C -3.35530 -3.70570 -0.96024
15 C -3.90052 -0.39809 2.92316
16 C 4.49041 -0.47542 2.28769
17 C -2.93570 1.19859 0.85183
18 C -0.08305 2.00181 -1.13861
19 C 2.58689 -0.11192 4.51108
20 C 1.30465 -6.06312 -1.50616
21 C -2.55426 1.83251 3.12838
22 C 1.37489 2.30796 0.60851
23 C -3.77528 1.00016 3.57156
24 C -3.27252 -4.12456 1.78758
25 C -4.60440 -0.36429 1.55042
26 C -4.34262 -4.45889 -0.34014
27 C 0.66720 -4.86634 -1.80195
28 C 0.05925 5.70531 -0.28321
29 C -0.31475 3.36111 -1.24436
30 C -2.32727 -3.16766 -0.19748
31 C 3.00784 -0.65558 2.08281
32 C 1.59000 -5.35554 0.77493
33 C -2.28588 -3.36605 1.17617
34 C 1.75315 -6.31225 -0.21788
35 C -2.58038 2.39613 1.67752
36 C 2.12443 -0.51255 3.14162
37 C 1.19196 3.67651 0.57784
38 H 1.90110 -0.48943 5.26640
39 H 4.88830 -1.26632 2.92790
40 H 1.44650 -6.80391 -2.28184
41 H -1.01398 3.72140 -1.98692
42 H -3.38329 -3.53892 -2.02958
43 H 2.59945 0.97920 4.59136
44 H 5.01025 -0.51740 1.33500
45 H 4.71014 0.48162 2.76500
46 H -5.14449 -4.88208 -0.93072
47 H -2.44295 2.67685 3.80963
48 H 2.23242 -7.25407 0.01410
49 H 1.71463 4.32334 1.26812
50 H 0.84514 -3.40196 1.25723
51 H -4.45118 -1.06250 3.59040
52 H 1.95581 -5.54655 1.77531
53 H -1.66029 1.21048 3.22888
54 H -4.29768 -1.19896 0.93048
55 H -3.24810 -4.27757 2.85918
56 H -2.89681 -0.82004 2.80816
57 H -3.32736 3.18566 1.57963
58 H -4.83432 1.65844 1.19850
59 H -4.70017 1.56374 3.41034
60 H -1.49162 -2.92528 1.76869
61 H -5.05860 -5.27723 1.50650
62 H -0.51680 7.29179 -1.40623
63 H -0.55652 1.31000 -1.82351
64 H -3.68586 0.86648 4.65017
65 H -1.60126 2.80151 1.42952
66 H -5.68634 -0.39910 1.66349
67 H -0.30312 5.84675 -2.32183
68 H 2.06168 1.85029 1.31022
69 H 0.31493 -4.67109 -2.80698
70 H 3.59312 -0.47073 4.72218

Summary:
- E_LUMO (alpha / beta): -2.81 / -4.29 eV
- Spin multiplicity: 5
- ⟨S²⟩: 6.025
- Net charge: +1
- HOMO-LUMO gap (alpha / beta): 7.26 / 7.03 eV